{"formula": "C3H3FO2", "method": "ωB97M-V with the def2-TZVPD basis set", "smiles": "O=CO/C=C\\F", "e_tot_ha": -366.4179, "relative_energy_kj_mol": 79.1, "homo_energy_ev": -9.9, "gap_ev": 10.831, "total_charge": 0, "species": ["O", "C", "O", "C", "C", "F", "H", "H", "H"], "xyz": [[-2.27, 0.33, -0.04], [-1.63, -0.70, -0.02], [-0.29, -0.84, 0.02], [0.34, 0.42, 0.00], [1.68, 0.46, -0.04], [2.40, -0.71, -0.03], [-2.19, -1.68, -0.01], [-0.25, 1.34, 0.04], [2.21, 1.39, 0.08]], "mulliken_charge": [-0.474, 0.178, -0.233, -0.147, -0.068, -0.227, 0.359, 0.307, 0.306]}



{"formula": "C9H12FNO2S", "method": "ωB97M-V with the def2-TZVPD basis set", "e_tot_ha": -1053.2135, "relative_energy_kj_mol": 294.3, "homo_energy_ev": [-8.8, -8.8], "gap_ev": [7.595, 7.593], "total_charge": 0, "species": ["C", "C", "C", "C", "C", "C", "C", "C", "C", "N", "O", "O", "F", "S", "H", "H", "H", "H", "H", "H", "H", "H", "H", "H", "H", "H"], "xyz": [[3.83, -0.88, -0.10], [3.12, -1.25, -1.26], [3.08, -0.53, 0.98], [1.78, -1.50, -1.25], [1.70, -0.53, 0.99], [0.99, -0.96, -0.14], [-1.30, -1.03, -1.35], [-3.05, 2.86, 1.03], [-0.47, -0.99, -0.16], [-0.75, 1.35, 0.24], [-3.12, 0.45, 0.10], [-2.09, 0.67, 2.27], [-1.05, 1.91, -0.99], [-2.26, 1.22, 0.97], [4.95, -0.96, -0.03], [3.74, -1.69, -1.97], [3.57, -0.47, 1.91], [1.21, -1.79, -2.09], [1.12, -0.29, 1.85], [-1.27, -0.19, -1.99], [-0.93, -1.97, -1.90], [-2.33, -1.13, -0.94], [-3.88, 2.52, 1.52], [-2.30, 3.60, 1.45], [-3.39, 2.84, -0.01], [-0.92, -1.26, 0.87]], "mulliken_charge": [-0.230, -0.695, -0.504, -0.444, -0.281, 0.655, -1.357, -1.065, -0.017, -0.218, -0.660, -0.646, -0.247, 1.189, 0.325, 0.367, 0.351, 0.357, 0.457, 0.326, 0.475, 0.359, 0.402, 0.341, 0.346, 0.418]}



{"formula": "C20H28F3IrO5S", "method": "ωB97M-V with the def2-TZVPD basis set", "spin_multiplicity": 5, "e_tot_ha": -1956.8446, "relative_energy_kj_mol": 63.3, "homo_energy_ev": [-6.3, -9.3], "gap_ev": [6.185, 5.916], "total_charge": 0, "species": ["O", "C", "C", "H", "H", "C", "H", "H", "C", "H", "H", "H", "C", "H", "H", "H", "Ir", "C", "C", "C", "H", "C", "C", "H", "H", "H", "H", "C", "C", "C", "H", "C", "C", "H", "H", "H", "H", "O", "C", "C", "H", "H", "C", "H", "H", "C", "H", "H", "H", "H", "F", "C", "F", "F", "S", "O", "O", "O"], "xyz": [[1.09, 1.96, -1.06], [2.53, 1.58, -1.09], [3.06, 2.49, -2.15], [2.68, 0.56, -1.43], [2.97, 1.79, -0.12], [1.58, 2.91, -2.06], [3.25, 1.92, -3.08], [3.79, 3.22, -1.81], [1.02, 2.59, -3.41], [1.15, 1.52, -3.61], [1.57, 3.18, -4.14], [-0.04, 2.81, -3.42], [1.41, 4.32, -1.55], [1.82, 4.42, -0.53], [0.33, 4.50, -1.51], [1.91, 5.00, -2.23], [-1.90, 0.60, 0.67], [-2.75, 1.05, 2.59], [-2.11, -0.22, 2.78], [-0.73, -0.06, 2.53], [-2.59, -1.16, 3.04], [-0.49, 1.31, 2.14], [-1.76, 2.02, 2.23], [-1.93, 3.05, 1.98], [-3.83, 1.17, 2.67], [0.02, -0.82, 2.69], [0.47, 1.72, 1.86], [-3.76, -0.44, 0.03], [-3.77, 0.96, -0.37], [-2.66, 1.18, -1.27], [-4.52, 1.69, -0.04], [-1.96, -0.07, -1.41], [-2.65, -1.06, -0.60], [-2.35, -2.10, -0.50], [-4.43, -0.97, 0.70], [-2.38, 2.10, -1.77], [-1.08, -0.29, -2.00], [2.01, -1.90, -1.75], [1.17, -1.07, -0.92], [1.84, -0.80, 0.44], [0.23, -1.59, -0.65], [0.92, -0.20, -1.52], [2.88, -1.91, 0.55], [1.08, -0.93, 1.20], [2.31, 0.17, 0.60], [2.81, -2.68, -0.81], [2.64, -2.60, 1.36], [3.91, -1.52, 0.69], [2.30, -3.65, -0.69], [3.82, -2.86, -1.25], [-1.70, -5.60, 3.29], [-0.97, -4.54, 2.92], [-0.79, -3.74, 3.99], [0.26, -4.94, 2.52], [-1.81, -3.65, 1.50], [-2.01, -4.73, 0.56], [-3.01, -3.06, 2.09], [-0.83, -2.63, 1.11]], "lowdin_spin": [0.012, 0.000, 0.001, 0.000, 0.000, 0.001, 0.000, 0.000, 0.000, 0.000, 0.000, 0.000, 0.000, 0.000, 0.000, 0.000, 2.124, 0.174, 0.186, 0.239, 0.006, 0.173, 0.108, 0.007, 0.007, 0.010, 0.017, 0.186, 0.158, 0.157, 0.007, 0.171, 0.165, 0.007, 0.007, 0.014, 0.014, 0.002, 0.007, 0.006, 0.004, 0.001, 0.001, 0.003, 0.000, 0.000, 0.000, 0.000, 0.000, 0.000, 0.000, 0.000, 0.001, 0.000, 0.001, 0.002, 0.000, 0.018]}